57
Properties=species:S:1:pos:R:3:forces:R:3:lowdin_spin:R:1 method="wB97M-V/def2-TZVPD" energy_ha=-1563.8908 total_charge=+1 e_above_lowest_kj_mol=0.0 mol_weight_g_mol=543.36 gap_ev="6.9 / 5.6" multiplicity=6
Ru -1.09553 -0.56838 -0.39185 -1.8 0.3 1.1 2.5360
C -1.95172 0.24189 -3.38385 0.3 -0.2 -0.1 0.0124
O -0.88749 -0.35101 -2.57281 0.7 -0.3 -1.3 0.1171
C 0.47305 -0.36502 -3.00178 -0.2 0.8 1.7 0.0683
C 0.94043 -0.10372 -4.27379 -1.2 -0.5 0.2 -0.0052
C 2.30219 -0.08720 -4.46616 1.9 0.2 -1.3 0.0850
C 3.25008 -0.19939 -3.42773 -0.7 -0.3 -0.4 -0.0111
C 2.78797 -0.37726 -2.12062 -1.2 -0.1 -0.9 0.0728
C 1.37204 -0.47341 -1.89735 0.4 0.3 0.3 0.0043
N 0.82032 -0.57143 -0.57435 1.7 -0.3 -2.1 0.3788
N 1.72478 -0.37622 0.37813 0.0 -0.3 1.5 0.3161
C 1.40606 -0.64650 1.69666 0.9 0.2 -1.0 0.2140
C 0.18172 -1.13405 2.25605 -1.9 -0.2 0.0 0.2012
O -0.91234 -1.23752 1.50866 1.7 -0.7 2.1 0.3759
C 0.06839 -1.47142 3.65547 2.0 0.3 -0.3 -0.0129
C 1.20828 -1.41469 4.44372 -1.7 -0.2 0.6 0.1399
C 2.41723 -0.86765 3.96396 1.4 1.4 -1.4 0.0374
C 3.52811 -0.58313 4.78475 -0.9 -0.6 0.7 0.0260
C 4.68612 -0.02381 4.29884 0.5 -0.6 -0.1 0.0568
C 4.78293 0.27032 2.95193 -1.0 0.3 -0.8 0.0143
C 3.68720 0.15048 2.10504 0.3 -0.1 -0.1 0.0709
C 2.51172 -0.43106 2.58982 -0.5 -0.5 0.8 0.0292
H -1.91709 -0.30358 -4.34003 -0.5 0.5 0.3 0.0022
H -1.76296 1.32688 -3.49998 -0.1 -0.6 0.0 0.0011
H -2.90219 0.07889 -2.81961 0.9 0.0 -0.6 0.0019
H 0.21571 0.02591 -5.08102 0.5 0.0 0.1 -0.0018
H 2.71625 0.01664 -5.50716 -0.7 0.0 1.2 0.0038
H 4.31425 -0.18653 -3.73992 -0.8 0.0 0.7 -0.0019
H 3.44628 -0.46710 -1.28398 0.2 0.0 0.3 0.0058
H -0.90103 -1.75786 4.01548 -0.1 -0.2 0.1 -0.0036
H 1.21224 -1.69712 5.50984 -0.3 0.1 -0.6 0.0062
H 3.48180 -0.83340 5.84579 -0.1 0.0 -0.3 -0.0001
H 5.57225 0.05281 4.92929 -0.4 0.2 0.0 0.0021
H 5.67598 0.62250 2.51645 1.0 0.5 -0.2 -0.0005
H 3.69897 0.45934 1.04342 0.3 -0.3 0.9 0.0045
B -3.62763 1.88070 -0.76466 0.4 0.8 0.5 0.0020
N -3.86763 0.37478 -0.60133 -2.0 -2.4 -0.3 0.0141
C -5.04992 -0.27338 -0.89185 1.1 0.8 1.2 0.0080
C -5.07926 -1.52281 -0.25847 1.7 0.6 -0.2 0.0061
C -3.81995 -1.63970 0.35406 -0.4 1.9 -0.9 0.0065
N -3.09069 -0.47765 0.11980 -1.3 -1.5 -0.1 0.0311
N -2.13802 2.20244 -0.24096 2.5 1.8 1.2 0.0053
C -1.72116 3.50330 0.03820 -1.2 -2.5 -0.9 0.0354
C -0.39343 3.55115 0.39460 0.9 -1.4 0.5 0.0165
C 0.03454 2.19342 0.35973 -1.1 0.6 -0.8 0.0315
N -0.99644 1.37607 -0.04262 -1.1 3.5 0.0 0.0490
H -4.46635 2.51472 -0.12086 0.7 -0.3 0.0 0.0000
H -3.70056 2.22281 -1.90178 0.0 -0.1 -0.5 0.0001
H -5.85804 0.25894 -1.36639 0.1 0.0 -0.2 0.0007
H -5.83049 -2.27602 -0.34856 -0.3 -0.1 0.2 0.0003
H -3.42792 -2.42965 0.96886 0.3 0.0 -0.1 0.0000
H -2.43770 4.27721 -0.14021 -0.2 0.3 0.2 0.0020
H 0.20027 4.41996 0.71023 -0.4 -0.6 -0.3 0.0005
H 1.03411 1.77301 0.48856 -0.5 0.2 0.1 0.0037
O -0.98477 -2.82063 -0.76602 0.7 -0.1 -1.3 0.0367
H -0.81058 -2.77173 -1.74577 -0.2 -0.5 1.2 0.0022
H -0.12033 -3.05410 -0.35587 -0.7 0.1 -0.4 0.0015



62
Properties=species:S:1:pos:R:3:forces:R:3:lowdin_charge:R:1 method="wB97M-V/def2-TZVPD" energy_ha=-12793.4850 total_charge=-1 e_above_lowest_kj_mol=277.1 mol_weight_g_mol=836.26 gap_ev=4.6
K -0.23403 -0.12198 -0.10339 2.5 -3.1 -0.2 0.7487
C 2.74178 2.78192 -2.29097 0.0 -0.1 0.1 -0.0204
C 1.73904 1.69832 -1.97823 0.4 0.1 0.0 -0.2537
N 2.05029 0.56409 -1.48612 -0.4 -0.2 -0.1 0.0737
N 3.35429 0.31308 -1.22383 0.5 0.3 -0.1 -0.0233
C 3.77452 -0.76708 -0.52511 -0.1 -0.3 0.1 -0.8837
N 5.13265 -0.76257 -0.30991 0.1 0.2 -0.1 0.0549
S 2.82397 -1.98439 0.06063 -0.1 0.1 -0.1 0.6703
C 0.30448 1.98332 -2.19073 -0.3 0.3 -0.3 -0.2767
C -0.17740 3.25407 -1.89502 0.1 -0.1 -0.1 -0.0272
C -1.53490 3.49992 -2.01973 0.0 0.0 0.0 -0.0411
C -2.35929 2.47382 -2.43968 0.0 0.1 0.0 -0.0402
C -1.79175 1.23580 -2.69675 0.0 0.1 -0.1 -0.1257
N -0.48655 0.99040 -2.60020 0.2 -0.1 -0.3 0.0812
H 3.54025 2.39063 -2.92806 0.0 0.0 0.0 0.0806
H 3.18361 3.18115 -1.37338 0.0 0.0 0.0 0.0971
H 2.26630 3.59975 -2.82262 0.0 0.0 0.0 0.0765
H 4.04385 1.02832 -1.41530 -0.1 0.1 0.0 0.1230
H 5.72336 -0.27868 -0.97025 0.0 0.0 0.0 0.0893
H 5.48687 -1.64522 0.01300 0.0 -0.1 0.0 0.0709
H 0.48017 4.01368 -1.49677 0.0 0.0 0.0 0.1154
H -1.93984 4.46842 -1.75720 0.0 0.0 0.0 0.1155
H -3.42810 2.61313 -2.52355 0.0 -0.1 0.0 0.1149
H -2.41375 0.41029 -3.01534 0.0 0.0 0.1 0.1071
O 0.04329 -1.79332 -3.69090 0.0 0.1 0.2 -0.0686
C -1.19646 -2.42469 -3.52358 -0.1 0.1 0.0 -0.2192
C -1.44278 -3.05918 -2.16748 0.1 -0.1 0.1 -0.2401
C -2.26873 -4.17806 -2.07740 0.0 0.0 0.0 -0.0336
C -2.51964 -4.72995 -0.83486 0.0 0.0 0.0 -0.0774
C -1.92926 -4.15519 0.27920 0.0 0.0 0.0 -0.0588
C -1.11399 -3.05117 0.09410 0.0 -0.1 0.0 -0.1413
N -0.87469 -2.51044 -1.09767 -0.1 -0.3 -0.4 0.0760
H 0.03675 -0.94736 -3.20202 0.0 0.0 0.0 0.0422
H -1.25646 -3.20787 -4.28313 0.0 0.0 0.0 0.1144
H -2.02768 -1.72934 -3.71146 0.0 0.0 0.0 0.1157
H -2.70154 -4.60503 -2.97407 0.0 0.0 0.0 0.1061
H -3.15934 -5.59816 -0.73292 0.0 0.0 0.0 0.0998
H -2.10033 -4.54921 1.27198 0.0 0.0 0.0 0.0998
H -0.62871 -2.57751 0.94039 -0.1 0.0 0.0 0.0600
Br -5.83344 3.00485 2.60802 0.0 0.0 0.0 0.6204
C -4.08005 2.69217 1.94250 0.0 0.2 0.1 -0.7872
C -3.03457 3.52025 2.30609 -0.2 0.0 0.0 -0.7896
Br -3.32523 4.98879 3.47711 0.0 0.0 0.0 0.6190
C -1.75652 3.25533 1.79739 0.1 0.0 -0.1 -0.6410
Br -0.28007 4.37413 2.23677 0.0 0.0 0.0 0.6668
C -1.44226 2.17926 0.94496 -0.1 0.5 0.3 -0.4798
O -0.25093 1.96406 0.53082 -0.2 2.1 0.6 -0.3137
C -2.56075 1.31537 0.53609 -0.5 0.1 0.1 -0.4809
O -2.37897 0.34369 -0.27647 -1.8 0.5 0.0 -0.3037
C -3.82588 1.62513 1.07105 0.0 -0.1 -0.1 -0.6412
Br -5.23154 0.47068 0.50975 0.0 0.0 0.0 0.6762
C 1.85075 -0.87198 5.49458 0.0 0.0 0.0 -0.0485
N 2.00434 -1.47554 4.18563 0.0 -0.2 0.0 -0.2092
C 3.28559 -2.07720 3.85787 0.0 0.0 0.1 -0.0545
C 1.10969 -1.24752 3.23702 0.0 0.3 -0.2 -0.2694
N 0.33290 -1.03036 2.40790 0.1 -0.3 0.5 0.1583
H 2.00142 -1.62843 6.26863 0.0 0.0 0.0 0.0839
H 0.84963 -0.46045 5.59046 0.0 0.0 0.0 0.0960
H 2.57826 -0.06879 5.64678 0.0 0.0 0.0 0.0882
H 3.48826 -2.90746 4.54011 0.0 0.0 0.0 0.0849
H 4.09463 -1.34527 3.94865 0.0 0.0 0.0 0.0887
H 3.26449 -2.44443 2.83660 0.0 0.0 -0.1 0.0344



62
Properties=species:S:1:pos:R:3:forces:R:3:lowdin_spin:R:1 method="wB97M-V/def2-TZVPD" energy_ha=-4904.9501 total_charge=-1 e_above_lowest_kj_mol=70.6 mol_weight_g_mol=993.76 gap_ev="7.0 / 5.4" multiplicity=3
V 1.17388 -1.74029 3.44087 -0.2 -1.5 1.1 0.9955
S -1.67694 -5.59586 3.35252 0.0 -0.3 0.1 0.8435
Sb -1.67578 -3.41305 2.55998 0.0 1.3 -0.7 0.0216
S -0.88561 -1.94925 4.33617 -0.6 -0.6 -0.1 -0.0289
S -0.56299 -3.30011 0.41789 -0.2 -0.2 0.5 0.0017
S -3.82585 -2.80800 2.13526 0.1 -0.3 0.3 0.1402
F 2.21263 -1.94945 4.76325 1.0 0.3 0.9 -0.0132
Sb 3.64027 -2.23002 1.86489 1.3 -0.7 -0.6 -0.0014
F 4.46127 -3.13784 3.36318 0.0 0.1 0.4 -0.0009
F 1.12800 -3.43961 2.89721 0.1 -0.3 -0.2 0.0456
F 3.74329 -3.96572 1.11315 -0.1 -0.3 -0.1 -0.0009
F 3.69069 -1.81864 -0.16004 -0.1 0.2 0.3 -0.0014
F 5.36452 -1.44057 1.69451 0.2 0.3 0.1 -0.0005
C -2.15471 -1.00092 -5.75596 0.1 0.0 0.1 0.0000
C -1.53198 -0.97156 -4.38524 0.0 0.0 0.0 0.0001
C -2.30404 -1.07118 -3.24201 0.0 -0.1 0.0 0.0000
C -1.74396 -1.09586 -1.96364 0.0 0.0 0.1 0.0003
C -2.68505 -1.13300 -0.79312 0.1 0.2 -0.2 0.0024
C -0.35848 -1.04074 -1.84202 0.3 -0.2 -0.2 -0.0004
Te 0.89988 -1.16210 -0.06822 -1.0 0.4 -0.6 -0.0010
N 0.53979 -0.84313 1.93604 -0.2 1.5 -0.7 -0.0220
C 0.37103 0.26738 2.68887 -0.1 0.5 -0.5 0.0043
O 1.09139 0.32557 3.72955 -0.3 -0.1 -0.3 0.0094
C -0.68876 1.26763 2.45498 0.1 0.1 0.1 -0.0005
C -0.43598 2.60251 2.74898 0.0 0.0 0.0 0.0010
C -1.42648 3.54667 2.53635 0.0 0.0 0.0 -0.0002
C -2.67033 3.15594 2.05448 0.0 -0.1 0.0 0.0011
C -2.93853 1.81258 1.82252 0.0 0.0 0.1 -0.0001
C -1.94782 0.86627 2.02990 -0.1 -0.1 0.0 0.0019
C 0.92285 1.03090 -0.20539 0.0 0.1 0.2 -0.0010
C -0.21580 1.69388 -0.65924 0.1 -0.1 0.0 -0.0002
C -0.27067 3.07699 -0.70489 0.0 0.0 -0.1 0.0001
C 0.83279 3.81849 -0.31326 0.0 0.0 0.0 -0.0002
C 1.96586 3.16765 0.14566 0.0 0.0 0.0 0.0000
C 2.03079 1.77538 0.22399 0.0 -0.1 0.0 -0.0002
C 3.27331 1.14021 0.79028 -0.1 0.0 0.0 0.0000
C 0.45356 -0.91690 -2.98800 0.0 0.0 0.1 0.0000
C 1.96341 -0.83281 -2.91320 -0.2 0.0 0.0 0.0000
C -0.15348 -0.86814 -4.23481 0.0 -0.1 0.0 0.0000
H -3.20713 -0.72012 -5.71960 0.0 0.0 0.0 0.0000
H -2.08939 -2.00633 -6.17835 0.0 0.0 0.0 0.0000
H -1.63422 -0.32470 -6.43571 0.0 0.0 0.0 0.0000
H -3.38538 -1.13959 -3.32461 0.0 0.0 0.0 0.0000
H -3.27115 -2.05072 -0.78469 0.0 0.0 0.1 0.0010
H -3.37857 -0.28745 -0.83852 0.0 0.0 0.0 0.0001
H -2.14458 -1.08247 0.14191 -0.1 -0.1 0.1 0.0012
H 0.53337 2.89143 3.13520 0.0 0.0 0.0 0.0000
H -1.22877 4.59150 2.74061 0.0 0.0 0.0 0.0000
H -3.43442 3.89995 1.86500 0.0 0.0 0.1 0.0001
H -3.92215 1.49210 1.50304 0.0 0.0 0.0 0.0000
H -2.17344 -0.18686 1.91786 0.0 0.0 0.0 0.0019
H -1.07646 1.12390 -0.97984 0.0 0.1 0.0 0.0000
H -1.17555 3.56747 -1.04258 0.0 0.0 0.0 0.0000
H 0.81189 4.90045 -0.36273 0.0 0.0 0.0 0.0000
H 2.82917 3.74466 0.45864 0.0 0.0 0.0 0.0000
H 4.12670 1.81417 0.72027 0.0 0.0 0.0 0.0000
H 3.53594 0.21905 0.26964 0.1 0.0 0.0 0.0000
H 3.13006 0.91441 1.85259 0.0 0.0 0.0 0.0001
H 2.40960 -1.75941 -2.54456 0.0 0.0 0.0 0.0000
H 2.28859 -0.02818 -2.24800 0.1 0.0 -0.1 0.0000
H 2.37943 -0.63218 -3.89921 0.0 0.0 0.0 0.0000
H 0.47046 -0.76437 -5.11779 0.0 0.0 0.0 0.0000



48
Properties=species:S:1:pos:R:3:forces:R:3:lowdin_charge:R:1 method="wB97M-V/def2-TZVPD" energy_ha=-1098.1748 total_charge=0 mol_weight_g_mol=514.03 gap_ev="4.6 / 4.6"
C -0.93693 -0.91192 -3.02233 -0.3 0.4 -0.3 -0.1550
C 1.92897 -0.02292 -3.92933 -0.1 0.4 0.1 -0.1137
C -1.33363 0.34518 -3.25333 0.1 -0.6 -0.1 -0.1320
H -1.40753 -1.42032 -2.17973 0.1 0.1 -0.1 0.0682
C 1.64397 1.25008 -3.63053 0.1 -0.4 -0.1 -0.1228
H 2.88797 -0.40112 -3.57423 -0.1 0.1 0.0 0.0954
H -2.07263 0.75448 -2.56423 0.1 0.0 0.0 0.0823
H 2.40777 1.79998 -3.07903 -0.1 -0.1 0.0 0.0948
C -0.86783 1.30308 -4.32353 0.2 0.1 0.0 -0.1980
H -1.65603 2.04688 -4.48993 0.1 -0.1 0.0 0.1039
H -0.72613 0.79618 -5.27983 -0.1 0.1 0.1 0.0927
C 0.07427 -1.76092 -3.74723 0.1 0.0 -0.1 -0.1902
H -0.45653 -2.52382 -4.33823 0.1 0.1 0.1 0.1104
H 0.63817 -2.32272 -2.98923 -0.1 0.1 -0.1 0.1056
C 1.08297 -1.03462 -4.66443 -0.2 -0.1 0.1 -0.2023
H 0.56157 -0.58162 -5.50943 0.1 -0.1 0.1 0.0925
H 1.74617 -1.79612 -5.09173 -0.1 0.1 0.0 0.1032
C 0.41627 2.06828 -3.93433 -0.1 0.0 0.0 -0.1922
H 0.65487 2.78908 -4.73213 0.0 -0.1 0.1 0.1098
H 0.19917 2.67988 -3.04733 0.0 -0.1 -0.1 0.1052
Hg 0.17127 0.15988 0.31007 4.8 1.0 -2.5 0.8838
H -1.18823 0.30038 -0.25353 -3.0 0.0 -1.5 -0.1152
C -4.28513 -1.04692 0.80447 0.3 0.0 -0.2 -0.0901
C -4.33533 -1.02492 2.19147 0.5 0.1 0.2 -0.0853
C -3.18963 -0.73082 2.93237 0.1 0.0 -0.5 -0.0331
C -1.96073 -0.43332 2.29307 -0.1 0.1 -0.2 -0.1995
C -1.90093 -0.42102 0.88847 -3.9 -0.8 -0.6 -0.2346
C -3.09193 -0.75952 0.15187 0.8 0.3 1.5 -0.0992
C -0.69523 -0.15362 3.03997 1.1 0.2 -0.3 -0.1820
C -0.64053 -0.19282 4.44647 1.1 0.3 0.8 0.0078
C 0.56617 0.01328 5.10207 -1.6 -0.3 -0.6 0.0153
C 1.72527 0.25338 4.36337 0.4 0.1 0.3 -0.1747
C 2.95517 0.43848 5.00907 1.6 0.3 -0.7 -0.0237
C 4.10697 0.66698 4.25437 -0.9 -0.2 0.9 -0.0711
C 4.03407 0.71648 2.85717 -1.3 -0.2 -0.5 -0.0563
C 2.80827 0.53708 2.20597 1.7 0.2 0.3 -0.0388
C 1.64997 0.30118 2.95247 -0.5 0.0 0.5 -0.2367
N 0.45377 0.11028 2.33187 -1.2 -1.1 3.6 -0.0760
H -5.17433 -1.27932 0.23067 0.0 0.0 0.0 0.1027
H -5.26833 -1.24452 2.69557 0.1 0.0 0.1 0.1016
H -3.29503 -0.74442 4.00407 0.2 0.0 0.2 0.0924
H -3.09363 -0.76752 -0.92633 0.2 0.1 -0.2 0.0703
H -1.50483 -0.39452 5.05897 -0.2 0.0 -0.2 0.1017
H 0.59327 -0.02912 6.18537 0.1 0.0 -0.1 0.1229
H 3.02307 0.39998 6.09037 -0.1 0.0 -0.1 0.1135
H 5.05637 0.80358 4.75477 0.0 0.0 0.0 0.1019
H 4.93197 0.89118 2.28027 0.0 0.0 -0.1 0.1055
H 2.76317 0.57328 1.12537 -0.2 0.0 0.0 0.0390